Record 1
The following is a DFT calculation (ωB97M-V with the def2-TZVPD basis set) of C23H26N4O3 in the gas phase at a distorted geometry.

The energy above the lowest of the compared OMol25 structures with the same formula, charge and spin is 2.667 eV. Its HOMO energy is -8.057 eV. The total energy comes out at -1336.7859 hartree. The calculation puts the frontier orbital gap at 8.3 eV.

Last column: Löwdin charge in e.
CARTESIAN COORDINATES (ANGSTROEM)
H  5.461  -5.620  -1.366  0.122
H  -2.981  4.736  -3.432  0.115
C  -0.108  1.845  -1.709  -0.133
C  1.101  -1.916  0.422  -0.188
C  -2.851  -0.981  3.166  -0.003
H  -0.874  1.868  -3.722  0.126
C  3.681  -6.611  -0.654  -0.064
H  0.469  2.997  -3.465  0.121
N  -0.057  2.791  -0.617  -0.033
C  -1.528  4.630  -5.024  -0.084
H  -2.820  3.135  -4.165  0.114
H  -0.473  5.493  -2.542  0.114
C  -0.626  1.099  1.038  -0.117
H  4.216  -7.441  -0.200  0.077
C  -0.885  4.680  -1.924  -0.155
C  3.044  -3.561  -0.715  -0.269
N  0.201  0.208  0.601  0.175
H  1.193  4.171  -1.528  0.129
C  -0.351  2.526  0.670  -0.393
C  0.228  4.152  -1.011  -0.111
H  -1.702  5.091  -1.322  0.125
H  3.162  -4.446  1.249  0.107
O  -0.368  3.392  1.531  0.061
C  2.414  -2.571  -1.475  0.005
C  -1.821  -0.579  2.313  -0.060
H  0.961  -1.005  -1.506  0.096
H  -0.841  3.912  -5.466  0.065
C  -0.448  2.581  -3.014  -0.176
C  -2.262  4.014  -3.826  -0.250
O  3.981  -4.291  -1.374  -0.051
H  -0.966  5.512  -4.727  0.061
C  -1.699  0.772  1.942  -0.079
H  0.301  4.755  -0.105  0.122
N  -1.436  3.593  -2.717  -0.188
C  -0.875  -1.580  1.818  -0.350
C  -2.624  1.699  2.437  -0.001
C  4.596  -5.393  -0.735  -0.247
H  -0.882  1.104  -1.498  0.123
H  -2.914  -2.026  3.430  0.119
H  -2.525  2.738  2.165  0.111
H  2.696  -2.464  -2.510  0.118
H  -4.543  -0.363  4.308  0.106
C  -3.748  -0.055  3.646  -0.062
N  0.112  -1.066  0.981  0.016
C  2.693  -3.705  0.623  -0.008
H  -4.337  2.007  3.663  0.107
H  4.961  -5.110  0.259  0.115
H  0.855  1.330  -1.806  0.114
H  1.473  -3.007  2.226  0.118
C  1.733  -2.884  1.188  0.002
C  -3.630  1.286  3.280  -0.057
O  -0.931  -2.767  2.081  0.078
H  3.363  -6.900  -1.653  0.079
H  -2.251  4.926  -5.779  0.070
H  2.796  -6.394  -0.062  0.068
C  1.453  -1.761  -0.915  -0.005

Record 2
The following is a DFT calculation (ωB97M-V with the def2-TZVPD basis set) of C23H26N6O4S in the gas phase at a distorted geometry.

The energy above the lowest of the compared OMol25 structures with the same formula, charge and spin is 2.649 eV. Its HOMO energy is -8.302 eV. The total energy comes out at -1919.7036 hartree. The calculation puts the frontier orbital gap at 9.0 eV.

Last column: Löwdin charge in e.
CARTESIAN COORDINATES (ANGSTROEM)
C  3.888  0.212  -0.665  -0.453
H  -1.897  2.340  -0.591  0.071
C  -4.756  -0.677  0.458  -0.228
O  3.766  -2.284  1.672  0.044
N  -1.449  -1.422  -0.233  -0.174
H  -0.903  3.599  2.011  0.086
C  2.960  -3.288  -0.138  -0.033
C  2.801  -2.248  0.732  -0.263
O  -5.596  -1.434  -0.284  0.101
H  0.343  1.708  -1.353  0.123
C  6.127  -0.080  0.284  -0.394
C  5.957  -0.800  -0.854  -0.184
H  -7.948  -2.834  -0.433  0.086
O  2.614  2.269  0.749  -0.016
C  -3.342  -0.830  0.329  -0.267
N  0.770  2.198  -0.580  0.150
C  1.971  1.788  -0.164  -0.439
H  5.367  -3.526  2.071  0.123
H  7.005  -0.014  0.895  0.060
H  2.363  -3.513  -0.998  0.107
C  4.100  -4.003  0.307  -0.056
H  0.103  5.355  0.446  0.084
C  1.819  -1.118  0.780  -0.060
H  0.871  -1.412  1.238  0.115
O  0.362  -0.306  -2.411  0.059
C  -0.357  -2.033  -0.931  -0.012
C  0.690  4.573  -0.029  -0.030
H  -0.771  -2.507  -1.823  0.142
C  4.668  -0.633  -1.398  -0.121
H  2.244  -0.330  1.409  0.130
H  -8.923  -1.361  -0.279  0.084
H  -5.061  0.879  1.954  0.112
H  0.856  4.842  -1.070  0.086
H  0.139  -2.777  -0.305  0.118
C  0.579  -0.896  -1.367  -0.442
H  0.667  2.792  2.056  0.077
H  4.326  -1.123  -2.293  0.120
H  2.308  0.690  -2.012  0.161
C  4.543  -3.346  1.410  -0.117
H  -1.211  3.503  -1.738  0.087
C  -1.371  3.288  -0.684  -0.033
C  -0.043  3.234  0.067  -0.577
C  -0.280  2.850  1.529  -0.028
H  -0.780  1.886  1.589  0.052
N  -2.712  -1.665  -0.496  0.202
H  -2.002  4.068  -0.266  0.088
N  -1.285  -0.500  0.685  0.072
N  -2.453  -0.113  1.054  0.104
S  4.733  0.827  0.711  1.105
C  -7.980  -1.764  -0.635  -0.005
N  1.576  -0.561  -0.536  0.017
H  4.521  -4.880  -0.138  0.100
H  -7.914  -1.627  -1.713  0.087
H  1.651  4.502  0.472  0.076
C  -6.829  -0.092  0.992  -0.019
C  -5.472  0.171  1.265  0.002
C  -6.850  -1.077  0.042  -0.319
C  2.463  0.544  -0.936  -0.170
H  6.713  -1.427  -1.293  0.100
H  -7.679  0.383  1.438  0.109